This record from OMol25 describes a molecular structure, C32H77Br15N9O12P3. The level of theory is the ωB97M-V functional and the def2-TZVPD basis.

For the orbital gap, the calculation gives 7.798 eV. The LUMO energy comes out at -0.47 eV.

Each line ends with the Mulliken charge.
Positions of all 148 atoms, in Å:
1 C -2.163 -0.354 5.283  1.785
2 Br -0.602 -0.508 6.418  -0.072
3 Br -3.148 1.274 5.633  -0.077
4 Br -3.329 -1.940 5.453  -0.075
5 H -1.840 -0.354 4.247  -1.607
6 C 1.458 -5.621 6.920  -0.470
7 Br 3.346 -5.631 6.392  0.033
8 Br 0.847 -7.362 7.546  -0.036
9 Br 0.288 -4.929 5.493  0.099
10 H 1.299 -4.978 7.773  0.402
11 C -0.292 -6.810 0.384  -0.443
12 Br -1.041 -5.835 1.904  0.050
13 Br 1.492 -6.067 -0.057  0.019
14 Br -1.421 -6.876 -1.192  -0.029
15 H -0.167 -7.850 0.649  0.417
16 C -0.931 4.495 2.566  0.547
17 Br -1.223 4.961 4.445  -0.049
18 Br 0.879 5.001 1.975  -0.093
19 Br -2.170 5.473 1.409  -0.014
20 H -1.037 3.429 2.402  -0.450
21 C 4.847 2.400 -1.999  0.551
22 Br 5.822 3.179 -3.498  -0.050
23 Br 4.501 3.621 -0.564  -0.032
24 Br 5.919 0.911 -1.315  0.006
25 H 3.904 2.001 -2.347  -0.497
26 O -2.913 2.800 -1.478  0.087
27 P -3.997 2.752 -2.491  -0.241
28 N -5.007 4.070 -2.421  -0.025
29 C -5.586 4.242 -1.065  -0.789
30 C -4.359 5.313 -2.895  -0.817
31 N -5.002 1.418 -2.276  0.745
32 C -6.137 1.252 -3.181  -1.137
33 C -4.465 0.237 -1.587  -0.778
34 N -3.450 2.658 -4.092  1.024
35 C -4.215 3.015 -5.282  -1.418
36 C -2.205 1.913 -4.299  -0.931
37 H -4.679 4.253 -0.448  0.244
38 H -6.231 3.433 -0.737  0.097
39 H -6.058 5.220 -1.016  0.391
40 H -4.080 5.210 -3.940  0.289
41 H -3.429 5.438 -2.330  0.140
42 H -5.028 6.155 -2.749  0.409
43 H -5.842 0.875 -4.162  0.179
44 H -6.869 0.596 -2.715  0.388
45 H -6.638 2.216 -3.279  0.355
46 H -3.519 -0.081 -2.034  -0.024
47 H -4.132 0.657 -0.633  0.047
48 H -5.228 -0.528 -1.531  0.437
49 H -5.032 3.701 -5.049  0.500
50 H -3.607 3.485 -6.054  0.353
51 H -4.731 2.128 -5.658  0.319
52 H -2.191 0.961 -3.766  0.013
53 H -1.433 2.568 -3.884  -0.043
54 H -2.030 1.782 -5.364  0.506
55 O 7.818 -3.983 2.173  -0.896
56 P 6.871 -3.105 2.892  0.171
57 N 5.380 -2.957 2.157  0.300
58 C 4.336 -2.096 2.687  -0.905
59 C 5.082 -3.851 1.049  -1.007
60 N 7.353 -1.512 3.067  0.413
61 C 7.392 -0.637 1.902  -1.097
62 C 8.410 -1.220 4.015  -1.127
63 N 6.607 -3.620 4.470  0.499
64 C 6.996 -4.946 4.897  -1.168
65 C 5.809 -2.879 5.437  -1.021
66 H 4.744 -1.310 3.316  0.409
67 H 3.549 -2.625 3.227  0.094
68 H 3.875 -1.611 1.824  0.303
69 H 4.743 -4.834 1.404  0.262
70 H 5.971 -4.024 0.447  0.364
71 H 4.250 -3.449 0.474  0.326
72 H 7.097 0.379 2.172  0.383
73 H 8.412 -0.631 1.505  0.373
74 H 6.752 -0.977 1.089  0.141
75 H 9.407 -1.548 3.692  0.338
76 H 8.583 -0.149 4.163  0.379
77 H 8.177 -1.625 4.998  0.315
78 H 6.628 -5.725 4.216  0.301
79 H 8.075 -5.134 4.832  0.277
80 H 6.701 -5.194 5.914  0.434
81 H 5.896 -1.802 5.270  0.388
82 H 6.175 -2.972 6.461  0.470
83 H 4.753 -3.152 5.379  0.095
84 O -0.748 0.379 2.519  -1.109
85 P -0.446 -0.528 1.391  -0.561
86 N 0.341 0.201 0.112  1.371
87 C -0.345 1.305 -0.559  -0.119
88 C 1.798 0.338 0.100  0.224
89 N -1.798 -1.218 0.635  1.449
90 C -2.875 -1.730 1.479  -0.674
91 C -1.766 -1.716 -0.721  -1.299
92 N 0.488 -1.820 1.915  0.815
93 C 0.974 -2.841 1.001  -0.872
94 C 0.284 -2.311 3.257  -0.149
95 H -0.356 2.162 0.125  -0.074
96 H -1.395 1.044 -0.696  -0.354
97 H 0.105 1.578 -1.511  -0.179
98 H 2.095 1.300 0.530  0.290
99 H 2.159 0.249 -0.926  -0.014
100 H 2.241 -0.465 0.686  -0.585
101 H -2.778 -2.815 1.572  0.171
102 H -2.962 -1.149 2.394  -0.143
103 H -3.841 -1.528 1.005  0.269
104 H -2.725 -1.736 -1.246  0.384
105 H -1.104 -1.141 -1.362  0.380
106 H -1.472 -2.776 -0.696  0.206
107 H 0.173 -3.575 0.871  -0.384
108 H 1.381 -2.480 0.061  0.347
109 H 1.733 -3.379 1.571  0.542
110 H -0.602 -2.967 3.291  0.294
111 H 0.082 -1.521 3.973  -0.422
112 H 1.139 -2.908 3.570  0.236
113 C -0.202 4.703 -5.492  -0.316
114 O 0.683 3.965 -4.631  -0.339
115 C 0.596 3.962 -3.300  0.495
116 O 1.351 3.326 -2.627  -0.304
117 O -0.405 4.731 -2.911  -0.210
118 C -0.521 4.999 -1.512  -0.524
119 H 0.049 5.741 -5.286  0.294
120 H -1.243 4.484 -5.253  -0.013
121 H -0.012 4.380 -6.509  0.248
122 H -1.452 5.513 -1.314  0.216
123 H 0.349 5.513 -1.108  0.478
124 H -0.638 4.066 -0.958  -0.088
125 C -4.040 2.162 2.128  0.214
126 O -5.388 2.258 1.680  -0.481
127 C -5.999 1.138 1.333  0.903
128 O -5.680 0.034 1.669  -0.580
129 O -7.080 1.455 0.615  -0.290
130 C -7.765 0.330 0.093  -0.643
131 H -3.371 2.130 1.262  -0.180
132 H -3.868 1.287 2.747  0.029
133 H -3.786 3.071 2.669  0.338
134 H -7.094 -0.272 -0.514  0.175
135 H -8.583 0.654 -0.546  0.252
136 H -8.199 -0.316 0.857  0.311
137 C 0.849 0.135 -3.868  0.294
138 O 1.427 -0.546 -4.945  -0.397
139 C 0.709 -0.720 -6.060  0.661
140 O -0.405 -0.321 -6.253  -0.537
141 O 1.475 -1.393 -6.894  -0.375
142 C 0.924 -1.858 -8.125  -0.642
143 H 1.612 0.431 -3.148  -0.149
144 H 0.075 -0.429 -3.344  0.281
145 H 0.443 1.111 -4.157  -0.028
146 H 0.299 -2.724 -7.911  0.280
147 H 1.757 -2.093 -8.782  0.226
148 H 0.367 -1.037 -8.581  0.312

---

This record from OMol25 describes 14 unconnected molecules or ions with the total composition C32H78BF4N5O8. The level of theory is the ωB97M-V functional and the def2-TZVPD basis.

For the orbital gap, the calculation gives 9.769 eV. The LUMO energy comes out at 0.17 eV.

Each line ends with the Mulliken charge.
Positions of all 128 atoms, in Å:
1 C 2.748 2.030 -0.792  -1.553
2 C 1.270 1.533 -0.595  0.642
3 C 1.080 0.219 0.248  -0.199
4 N 0.178 -0.695 -0.351  2.562
5 C 0.540 -1.322 -1.726  -1.253
6 C -1.298 -0.196 -0.514  0.262
7 C -2.184 -1.426 -0.396  -0.193
8 C -1.362 -2.493 0.509  -0.100
9 C -0.005 -1.823 0.519  -0.633
10 H 2.695 2.981 -1.306  0.412
11 H 3.401 1.246 -1.196  0.272
12 H 3.146 2.400 0.149  0.375
13 H 0.729 1.390 -1.573  -0.676
14 H 0.825 2.457 -0.093  0.175
15 H 0.840 0.567 1.252  -0.387
16 H 2.122 -0.238 0.462  0.385
17 H 0.037 -2.164 -2.007  0.285
18 H 1.622 -1.579 -1.480  0.267
19 H 0.743 -0.538 -2.567  0.135
20 H -1.359 0.346 -1.439  0.207
21 H -1.713 0.469 0.298  -0.964
22 H -2.298 -1.851 -1.302  0.419
23 H -3.229 -1.054 -0.038  -0.187
24 H -1.376 -3.298 -0.218  0.286
25 H -1.833 -2.511 1.588  -0.567
26 H 0.913 -2.504 0.542  -0.458
27 H -0.152 -1.488 1.481  0.999
28 B -1.998 -0.465 -5.000  0.289
29 F -0.731 0.012 -5.451  -0.494
30 F -2.525 -1.425 -5.866  -0.363
31 F -1.700 -1.152 -3.820  -0.140
32 F -2.782 0.518 -4.765  -0.221
33 C -1.055 3.170 -3.607  -0.950
34 C -1.404 3.278 -2.141  0.518
35 N -1.712 3.294 -0.990  -0.434
36 H -2.068 3.391 -4.131  0.343
37 H -0.387 4.168 -3.950  0.285
38 H -0.416 2.348 -3.838  0.314
39 C 3.719 -5.430 -1.059  -1.127
40 C 3.417 -4.322 0.034  0.392
41 N 3.134 -3.544 0.814  -0.329
42 H 3.195 -5.443 -1.935  0.278
43 H 4.570 -5.344 -1.483  0.503
44 H 3.606 -6.468 -0.541  0.260
45 C -4.995 -3.703 1.511  -1.035
46 C -4.440 -2.738 2.512  0.410
47 N -4.043 -2.047 3.293  -0.404
48 H -5.686 -4.418 1.843  0.453
49 H -5.283 -3.201 0.645  0.262
50 H -4.144 -4.449 1.249  0.292
51 C 0.969 -3.935 -3.952  -1.059
52 C 0.491 -4.397 -2.613  0.605
53 N 0.185 -4.746 -1.537  -0.502
54 H 0.497 -4.638 -4.703  0.352
55 H 0.393 -2.955 -4.174  0.177
56 H 1.825 -4.009 -3.950  0.605
57 C 2.906 1.232 3.505  -1.272
58 C 2.011 0.130 4.021  0.363
59 O 2.065 -1.098 3.284  -0.263
60 H 3.071 1.939 4.435  0.366
61 H 2.479 1.849 2.724  0.189
62 H 3.780 0.712 3.486  0.449
63 H 1.057 0.566 3.886  -0.133
64 H 2.243 0.045 5.219  0.322
65 H 1.528 -1.603 3.691  0.013
66 C 5.752 3.192 -2.222  -0.501
67 C 6.017 2.006 -3.159  -0.549
68 O 6.803 1.148 -2.428  -0.503
69 H 6.820 3.656 -1.962  0.297
70 H 5.294 2.891 -1.254  0.013
71 H 4.956 3.826 -2.757  0.239
72 H 6.627 2.192 -3.906  0.548
73 H 5.099 1.507 -3.423  0.212
74 H 7.647 1.032 -2.771  0.222
75 C -4.851 0.768 -1.882  -0.911
76 C -5.521 2.076 -2.471  -0.393
77 O -6.497 2.492 -1.547  -0.586
78 H -4.431 0.848 -0.869  0.033
79 H -4.170 0.456 -2.356  0.479
80 H -5.703 0.179 -1.706  0.424
81 H -5.926 2.039 -3.474  0.296
82 H -4.883 2.860 -2.428  0.393
83 H -6.637 3.475 -1.833  0.323
84 C 0.896 5.517 -1.195  -0.510
85 C 2.102 6.143 -0.494  -0.476
86 O 3.137 6.347 -1.382  -0.535
87 H 1.031 4.473 -1.721  -0.256
88 H 0.591 6.124 -2.013  0.415
89 H 0.205 5.650 -0.427  0.392
90 H 2.307 5.356 0.206  0.268
91 H 1.958 7.089 0.026  0.410
92 H 3.974 6.387 -1.019  0.291
93 C -3.425 2.275 1.962  -0.867
94 C -2.993 1.358 3.221  0.143
95 O -1.614 1.631 3.432  -0.490
96 H -3.309 3.292 2.082  0.478
97 H -4.479 2.178 1.702  0.315
98 H -2.963 1.956 0.948  -0.087
99 H -3.265 0.325 3.026  -0.099
100 H -3.570 1.691 4.126  0.478
101 H -1.386 1.372 4.266  0.246
102 C 7.658 -1.463 0.165  -1.242
103 C 6.223 -1.187 0.538  0.232
104 O 5.664 0.044 -0.049  -0.382
105 H 7.875 -2.416 0.453  0.452
106 H 8.186 -0.922 0.871  0.364
107 H 7.824 -1.355 -1.006  0.264
108 H 6.208 -0.981 1.682  0.173
109 H 5.452 -1.892 0.058  -0.025
110 H 6.166 0.239 -0.847  0.218
111 C -0.943 -2.884 4.364  -0.501
112 C -0.119 -3.305 5.562  -0.559
113 O 1.234 -3.187 5.064  -0.452
114 H -1.934 -3.036 4.539  0.538
115 H -0.649 -3.484 3.351  0.083
116 H -0.596 -1.829 4.292  -0.006
117 H -0.469 -4.406 5.925  0.329
118 H -0.424 -2.686 6.306  0.339
119 H 1.786 -3.918 5.473  0.265
120 C -7.247 -0.637 2.385  -1.018
121 C -6.804 -0.438 0.903  0.238
122 O -7.484 0.651 0.314  -0.569
123 H -8.226 -1.123 2.468  0.351
124 H -7.067 0.349 2.916  0.246
125 H -6.558 -1.360 2.672  0.169
126 H -6.824 -1.296 0.335  0.412
127 H -5.648 -0.029 1.046  -0.235
128 H -6.724 1.164 -0.181  0.335

---

This record from OMol25 describes a molecular structure, C32H78CrF6N2O21S11. The level of theory is the ωB97M-V functional and the def2-TZVPD basis.

For the orbital gap (alpha / beta), the calculation gives 3.454 / 5.540 eV. The LUMO energy (alpha / beta) comes out at -7.10 / -5.01 eV. As for the spin multiplicity: 4. Its total charge is +1.

Each line ends with the Mulliken charge.
Positions of all 151 atoms, in Å:
1 Cr 0.147 0.300 3.439  0.466
2 O 3.966 -0.724 3.953  -0.377
3 C 2.629 -0.371 3.792  0.995
4 O 2.244 0.731 3.537  -0.097
5 O 1.650 -1.127 3.767  -0.571
6 H 4.434 0.057 3.650  0.294
7 C 2.289 2.638 0.500  0.427
8 F 2.450 3.570 -0.471  -0.063
9 F 2.951 1.635 0.096  0.051
10 F 2.693 3.072 1.703  -0.049
11 S 0.376 2.133 0.586  -0.716
12 O -0.293 3.049 1.484  -0.190
13 O -0.137 2.159 -0.778  -0.325
14 N 0.324 0.636 1.525  1.428
15 S 0.331 -0.428 0.307  -0.868
16 O 1.199 -0.115 -0.806  0.165
17 O 0.606 -1.727 0.942  -0.529
18 C -1.560 -0.509 -0.279  0.507
19 F -2.172 -1.491 0.358  0.011
20 F -2.177 0.624 0.028  -0.073
21 F -1.536 -0.642 -1.604  -0.023
22 C -3.084 -3.401 -2.539  -1.137
23 S -1.296 -3.719 -2.894  0.806
24 O -0.521 -3.568 -1.573  -0.638
25 C -1.526 -5.460 -3.340  -1.234
26 H -3.672 -4.224 -2.133  0.570
27 H -3.621 -3.293 -3.481  0.685
28 H -3.157 -2.447 -2.017  -0.264
29 H -1.898 -6.035 -2.492  0.282
30 H -0.581 -5.849 -3.720  0.371
31 H -2.276 -5.619 -4.114  0.458
32 C 2.290 -2.700 -2.896  -0.303
33 S 3.430 -4.155 -2.798  0.333
34 O 3.664 -4.278 -1.325  -0.543
35 C 2.121 -5.394 -3.265  -0.443
36 H 1.514 -2.727 -2.132  -0.090
37 H 1.729 -2.624 -3.827  0.426
38 H 2.829 -1.754 -2.842  0.157
39 H 1.304 -5.426 -2.544  -0.467
40 H 2.597 -6.374 -3.245  0.564
41 H 1.696 -5.083 -4.219  0.452
42 C 1.449 4.473 4.666  -0.031
43 S 0.386 3.054 5.275  0.374
44 O 0.072 2.169 4.040  0.057
45 C -1.058 4.044 5.828  -0.787
46 H 0.920 4.951 3.842  0.027
47 H 2.370 4.066 4.248  -0.322
48 H 1.749 5.196 5.425  0.518
49 H -1.367 4.746 5.053  0.084
50 H -0.749 4.739 6.609  0.434
51 H -1.857 3.411 6.213  0.393
52 C 6.080 -2.025 1.365  -1.224
53 S 5.474 -0.351 0.731  0.927
54 O 6.592 0.156 -0.170  -0.730
55 C 4.181 -1.157 -0.337  -0.550
56 H 6.898 -1.942 2.080  0.387
57 H 6.352 -2.722 0.573  0.405
58 H 5.315 -2.599 1.887  0.353
59 H 4.533 -1.921 -1.031  0.599
60 H 3.619 -0.446 -0.944  -0.313
61 H 3.450 -1.598 0.341  0.169
62 C -1.470 -2.203 -6.167  -0.624
63 S -0.234 -0.878 -5.912  0.691
64 O 0.208 -0.369 -7.284  -0.673
65 C -1.480 0.264 -5.121  -0.660
66 H -0.980 -3.123 -6.484  0.356
67 H -2.126 -1.775 -6.925  0.456
68 H -1.943 -2.469 -5.221  -0.185
69 H -0.923 1.140 -4.789  -0.008
70 H -2.161 -0.135 -4.370  0.173
71 H -2.114 0.651 -5.919  0.498
72 C 1.777 -7.395 -0.243  -0.949
73 S 0.126 -6.664 -0.140  0.670
74 O -0.666 -7.555 0.801  -0.740
75 C 0.628 -5.292 0.947  -0.687
76 H 1.819 -8.400 -0.664  0.385
77 H 2.417 -7.405 0.639  0.388
78 H 2.353 -6.853 -0.993  0.102
79 H 1.593 -4.845 0.709  0.285
80 H 0.590 -5.677 1.966  0.688
81 H -0.188 -4.570 0.930  -0.206
82 C -3.972 3.998 2.044  -0.720
83 S -5.498 3.298 2.743  0.429
84 O -6.703 4.071 2.204  -0.631
85 C -5.546 1.697 1.876  -0.984
86 H -3.828 5.003 2.439  0.323
87 H -4.089 4.012 0.960  0.359
88 H -3.145 3.340 2.311  0.145
89 H -6.279 1.047 2.353  0.487
90 H -4.666 1.150 2.213  0.293
91 H -5.663 1.690 0.792  0.331
92 C -3.566 -4.775 0.726  -0.407
93 S -3.792 -4.872 2.599  0.519
94 O -4.481 -3.537 2.839  -0.636
95 C -5.077 -6.205 2.476  -0.954
96 H -4.486 -4.360 0.313  0.163
97 H -3.284 -5.763 0.363  0.531
98 H -2.838 -3.970 0.626  -0.231
99 H -5.456 -6.650 3.396  0.381
100 H -4.525 -7.060 2.084  0.337
101 H -5.947 -5.867 1.914  0.273
102 C 5.624 3.505 2.097  -0.669
103 S 5.131 2.826 3.730  0.598
104 O 5.681 1.419 3.868  -0.825
105 C 6.119 4.021 4.722  -1.130
106 H 5.239 4.524 2.073  0.531
107 H 5.130 2.969 1.287  -0.397
108 H 6.700 3.490 1.920  0.542
109 H 7.152 4.019 4.373  0.389
110 H 6.067 3.808 5.790  0.364
111 H 5.712 5.008 4.503  0.370
112 C -6.768 -3.073 -1.235  0.373
113 O -7.651 -3.862 -1.529  -0.651
114 N -7.027 -2.034 -0.401  0.172
115 C -5.837 -1.177 -0.123  -0.417
116 C -8.280 -1.834 0.256  -1.030
117 H -5.736 -3.026 -1.616  0.132
118 H -4.868 -1.360 -0.588  -0.332
119 H -5.556 -1.033 0.920  0.289
120 H -6.166 -0.181 -0.420  0.433
121 H -8.820 -0.961 -0.110  0.331
122 H -8.923 -2.681 0.018  0.368
123 H -8.234 -1.797 1.344  0.316
124 O -0.411 5.725 -1.310  -0.564
125 C 0.262 6.130 -0.405  0.732
126 O -0.079 6.423 0.841  -0.295
127 C -1.478 6.479 1.134  0.412
128 C -1.697 7.439 2.321  -1.327
129 C 1.762 6.309 -0.633  -1.022
130 H -1.900 5.495 1.340  -0.240
131 H -2.071 6.916 0.331  0.421
132 H -0.807 7.958 2.675  0.359
133 H -2.172 6.888 3.133  0.273
134 H -2.346 8.257 2.008  0.390
135 H 1.896 6.025 -1.677  0.371
136 H 2.388 5.708 0.026  0.011
137 H 2.133 7.333 -0.645  0.502
138 O 4.407 4.225 -3.479  -0.605
139 C 4.551 3.089 -3.123  0.792
140 O 3.814 1.993 -3.440  -0.299
141 C 2.716 2.115 -4.286  -0.714
142 C 1.335 2.466 -3.661  0.230
143 C 5.706 2.682 -2.302  -0.675
144 H 2.680 1.197 -4.872  0.297
145 H 2.939 2.912 -4.996  0.494
146 H 0.885 1.615 -3.150  -0.253
147 H 0.706 2.724 -4.513  0.508
148 H 1.472 3.258 -2.924  -0.296
149 H 6.402 3.513 -2.188  0.326
150 H 6.090 1.820 -2.848  0.307
151 H 5.373 2.448 -1.291  -0.079

---

Values for total energy, Eh, ordered as above
-42295.545062; -2565.633733; -8978.641678
Values for max |F|, eV/Å, ordered as above
2.1; 18.3; 7.3
Values for molecular weight, g mol⁻¹, ordered as above
2071.50; 747.81; 1345.69